Record 1
Here is a cluster of 12 separate species, C26H66O12 in total at a distorted geometry from the Open Molecules 2025 dataset. Energies are from wB97M-V/def2-TZVPD.

Calculated total energy ... -52597.855 eV
2S+1 ... 1
Structure (SMILES) ... C1CCOC1.C1CCOC1.C1CCOC1.C1CCOC1.C1CCOC1.CC(C)O.CC(C)O.O.O.O.O.O
Frontier orbital gap ... 9.89 eV
Relative energy (zero: lowest compared OMol25 entry of this formula, charge and spin) ... 0.00 kcal/mol

Each line ends with the Mulliken charge.
Cartesian coordinates (Å):
H1 5.360 -1.346 -4.774  0.37
H2 3.487 -4.727 0.970  0.43
O1 -3.308 -2.620 1.894  -0.62
O2 3.369 3.025 0.907  -0.69
O3 -1.376 -0.948 0.051  -0.47
C1 4.214 0.009 -3.584  0.61
H3 -5.026 1.958 -1.844  0.28
O4 3.771 -1.121 -2.923  -0.44
H4 -0.630 1.785 -1.724  0.36
H5 -1.903 -3.756 -0.473  0.31
C2 1.803 -6.131 0.750  -0.69
O5 4.576 0.749 1.641  -0.58
H6 -2.397 2.996 2.442  -0.08
C3 4.807 -0.420 -4.931  -1.42
H7 -1.276 -0.915 -2.050  0.45
H8 -2.763 1.849 -4.737  0.23
C4 5.240 -0.052 0.605  -0.54
H9 -3.435 0.908 3.837  -0.20
H10 -4.006 -0.733 4.193  0.36
H11 -0.473 -0.214 1.827  0.12
H12 1.677 -2.932 0.033  -0.79
H13 -1.698 2.681 -3.539  0.10
H14 2.135 -4.382 1.892  0.29
H15 -0.319 -1.373 4.973  0.26
O6 -4.092 3.062 1.384  -0.64
H16 -0.925 1.775 0.446  -0.56
H17 5.561 0.319 -5.202  0.41
C5 -3.838 4.219 3.462  -1.29
H18 0.503 0.421 -1.728  -0.39
C6 -1.762 2.227 -4.528  -0.05
C7 -2.082 -0.816 6.283  -0.67
C8 3.705 -1.435 1.740  0.03
H19 2.601 0.959 -2.597  0.12
H20 -1.372 -0.392 6.993  0.29
O7 -4.443 1.628 -1.161  -0.63
H21 -4.822 3.750 3.476  0.33
H22 -2.583 -2.743 2.507  0.27
C9 -0.909 2.463 -6.646  -0.69
C10 -1.365 3.313 -5.496  -0.65
O8 -3.620 0.162 1.094  -0.72
H23 -0.668 4.035 -5.071  0.32
C11 2.401 -4.801 0.921  -0.53
C12 -1.501 -0.238 -1.226  -0.47
C13 0.413 -5.883 0.105  -0.43
H24 -2.413 1.254 5.832  0.27
H25 -1.798 5.351 2.025  0.39
H26 4.102 -0.464 -5.762  0.30
H27 5.510 0.407 -0.346  0.34
H28 -2.730 -0.045 0.808  0.56
H29 4.649 -1.951 -0.125  0.41
H30 4.045 2.346 0.907  0.45
H31 -4.023 5.292 3.515  0.35
H32 3.108 -1.486 -3.514  0.29
H33 -0.413 -5.920 0.816  0.28
H34 -4.427 2.323 -0.503  0.31
O9 -0.866 1.127 -4.785  -0.34
H35 6.167 -0.392 1.068  0.32
H36 0.636 -0.903 0.590  -0.71
O10 0.527 -4.446 -0.400  -0.37
C14 3.150 1.075 -3.532  -0.72
C15 1.829 -3.965 -0.281  0.70
H37 -3.853 0.949 0.602  0.10
H38 -0.006 0.565 -6.636  0.26
H39 3.411 2.129 -3.628  0.47
H40 0.918 1.817 -5.543  0.29
C16 -0.282 -0.341 0.761  0.95
H41 2.414 -6.747 0.089  0.28
H42 -2.713 -1.544 6.791  0.31
C17 -3.148 3.745 2.192  1.06
H43 -2.176 3.898 -5.928  0.31
C18 -0.010 1.387 -5.920  -0.38
C19 -0.141 1.082 0.144  0.12
H44 -3.415 -1.670 1.836  0.27
H45 2.923 2.919 1.747  0.26
H46 2.811 0.381 2.680  0.19
H47 -1.746 1.921 -7.086  0.29
O11 -2.016 -0.608 4.024  -0.14
C20 -2.449 4.832 1.321  -1.49
C21 -1.408 -1.348 5.015  -0.51
H48 -0.370 3.030 -7.405  0.38
H49 3.410 -0.644 -0.234  -0.29
C22 -3.221 -0.004 4.395  0.01
O12 -2.739 -4.071 -0.819  -0.67
H50 0.803 1.589 0.342  0.52
C23 4.174 -1.114 0.386  0.19
H51 -3.259 3.892 4.326  0.32
H52 2.403 -4.033 -1.205  0.24
H53 4.192 -2.237 2.295  0.39
H54 -3.180 5.542 0.935  0.37
H55 -1.799 4.456 0.531  0.30
H56 4.251 -0.077 3.477  0.26
H57 2.634 -1.609 1.638  -0.19
H58 -3.398 -3.678 -0.247  0.33
C24 -0.416 0.809 -1.288  0.16
C25 3.769 -0.105 2.499  -0.49
H59 1.731 -6.692 1.682  0.35
H60 0.185 -6.585 -0.697  0.30
H61 -4.593 2.501 1.981  0.24
H62 -3.927 0.325 6.374  0.33
H63 -2.492 0.215 -1.245  0.00
C26 -2.976 0.321 5.841  -0.56
H64 2.358 0.775 -4.218  -0.07
H65 -1.709 -2.313 4.606  0.33
H66 4.972 0.420 -2.917  0.14



Record 2
Here is the ion C12H17N2 with charge +1 at a distorted geometry from the Open Molecules 2025 dataset. Energies are from wB97M-V/def2-TZVPD.

Calculated total energy ... -15688.667 eV
2S+1 ... 1
Charge ... +1
Frontier orbital gap (alpha / beta) ... 6.24 / 6.93 eV
Relative energy (zero: lowest compared OMol25 entry of this formula, charge and spin) ... 113.53 kcal/mol

Each line ends with the Mulliken charge.
Cartesian coordinates (Å):
C1 -2.500 0.597 -0.492  -0.90
H1 4.041 -1.031 0.548  0.55
C2 0.735 0.672 -0.207  -0.08
C3 -1.461 -1.768 -0.824  -0.66
H2 -0.903 -0.069 -1.670  0.42
C4 2.013 -1.301 0.392  -0.35
H3 -1.121 -3.144 1.112  0.37
N1 -1.805 -0.364 -1.408  -0.09
C5 -1.517 0.840 0.667  -0.36
N2 -0.326 -1.647 0.034  0.06
C6 -0.140 -2.830 0.914  -1.19
H4 4.040 0.970 -0.889  0.48
C7 0.737 -0.847 0.032  1.13
H5 0.500 -2.557 1.812  0.45
H6 2.001 2.123 -1.311  0.48
H7 2.263 -2.322 0.738  0.31
H8 -0.501 3.301 1.550  0.37
H9 -2.423 -0.408 -2.306  0.40
H10 -0.959 3.533 -0.083  0.33
H11 -2.355 1.424 -1.142  0.54
H12 -2.381 -2.013 -0.367  0.30
C8 3.166 -0.642 0.184  -0.88
H13 -1.373 -0.159 1.219  0.22
H14 0.287 -3.726 0.451  0.36
C9 -0.230 1.527 0.373  0.60
C10 3.155 0.536 -0.529  -0.48
H15 -3.530 0.250 -0.250  0.35
H16 -2.020 1.583 1.449  0.42
H17 0.819 3.281 0.251  0.40
C11 -0.223 3.028 0.524  -1.39
C12 2.010 1.166 -0.772  -1.16



Record 3
Here is a structure of composition C9H21BF4IO2P2Pm at a distorted geometry from the Open Molecules 2025 dataset. Energies are from wB97M-V/def2-TZVPD.

Calculated total energy ... -68538.082 eV
2S+1 ... 5
Charge ... +2
Frontier orbital gap (alpha / beta) ... 7.85 / 8.08 eV
Relative energy (zero: lowest compared OMol25 entry of this formula, charge and spin) ... 42.29 kcal/mol

Each line ends with the Mulliken charge.
Cartesian coordinates (Å):
H1 -2.780 -1.694 1.723  0.35
H2 -3.012 1.241 1.881  0.31
H3 -2.544 -0.889 -2.379  0.32
I1 -0.007 -0.688 -4.740  -0.15
H4 -3.024 2.234 0.356  0.35
H5 3.067 2.177 0.355  0.35
H6 -4.436 1.092 0.693  0.44
B1 0.000 -0.059 3.719  0.56
H7 -0.900 -0.657 -7.936  0.33
H8 0.892 -0.668 -7.939  0.32
O1 0.017 1.848 -6.305  -0.33
H9 2.519 -2.558 0.127  0.39
C1 0.000 -0.043 -7.848  -0.87
H10 -4.159 -1.714 0.515  0.45
C2 -3.362 1.281 0.825  -1.05
H11 0.003 0.699 -8.660  0.31
F1 0.061 -1.362 4.042  -0.27
C3 -3.076 -1.672 0.656  -1.17
C4 0.020 2.007 0.837  0.19
H12 2.796 0.831 -2.287  0.38
H13 -2.568 -2.511 0.134  0.39
H14 4.456 1.007 0.692  0.44
F2 1.115 0.679 3.837  -0.25
H15 4.146 -0.303 -1.798  0.41
C5 3.045 -1.730 0.650  -1.17
H16 2.526 -0.933 -2.383  0.32
H17 2.750 -1.749 1.717  0.35
H18 3.034 1.184 1.879  0.32
H19 4.126 -1.793 0.505  0.45
P1 -2.602 -0.073 -0.068  0.62
F3 -1.172 0.583 3.842  -0.25
Pm1 -0.004 -0.392 -0.387  1.35
C6 3.068 -0.140 -1.826  -1.11
C7 0.006 0.686 -6.517  0.47
P2 2.600 -0.122 -0.071  0.61
H20 -4.153 -0.231 -1.793  0.41
O2 0.024 2.748 1.705  -0.09
F4 -0.004 -0.336 1.807  -0.66
H21 -2.785 0.880 -2.285  0.38
C8 -3.073 -0.085 -1.822  -1.12
C9 3.386 1.216 0.823  -1.06



Record 4
Here is a structure of composition C30H32BF5N8SSeTi from the Open Molecules 2025 dataset. Energies are from wB97M-V/def2-TZVPD.

Calculated total energy ... -157107.389 eV
2S+1 ... 2
Charge ... +1
Frontier orbital gap (alpha / beta) ... 6.29 / 6.53 eV
Relative energy (zero: lowest compared OMol25 entry of this formula, charge and spin) ... 67.18 kcal/mol

Each line ends with the Mulliken charge.
Cartesian coordinates (Å):
H1 2.193 0.619 -4.222  0.54
F1 -4.353 -7.247 -0.821  -0.28
C1 -0.483 -4.948 2.244  -0.88
H2 -0.467 -5.984 1.935  0.54
H3 3.787 -1.434 -3.368  0.59
H4 3.704 -2.825 -0.936  0.43
C2 -4.598 2.011 0.353  -1.67
H5 2.996 3.392 3.505  0.35
C3 3.516 -1.862 -0.455  0.77
C4 1.134 2.494 2.854  1.49
F2 -4.889 -6.694 1.771  -0.29
C5 -4.417 -5.744 0.979  0.74
N1 -1.349 1.121 -0.995  0.90
C6 1.735 4.034 0.812  -0.90
B1 0.731 1.936 -2.124  -0.03
H6 -0.580 -1.202 3.309  0.34
N2 -0.339 -4.199 -0.093  -0.73
H7 -5.237 1.736 1.191  0.47
C7 -2.759 0.637 1.364  -1.22
N3 1.517 0.595 -2.234  0.05
C8 -3.409 -3.741 -0.698  0.00
H8 -4.100 -0.004 -0.190  0.10
H9 -0.606 -5.366 4.330  0.43
H10 -2.086 -0.218 1.243  -0.38
H11 0.675 1.497 2.888  -0.57
H12 -4.102 2.953 0.594  0.36
C9 -0.589 -3.251 3.967  -0.89
H13 3.479 -2.551 1.579  0.50
H14 2.436 -1.168 1.305  -0.09
N4 -0.798 1.670 -2.114  -0.16
N5 0.891 2.008 0.453  1.00
C10 2.511 2.414 3.516  -1.55
N6 -0.393 -1.690 0.614  0.30
H15 -0.762 3.541 3.110  0.33
C11 -2.988 1.955 -2.239  -1.56
H16 0.656 4.472 3.600  0.37
H17 5.441 -1.065 -1.121  0.42
H18 3.161 1.707 3.000  0.30
C12 -4.198 -4.471 1.478  -0.17
Se1 -0.460 -2.706 -0.930  0.26
N7 1.813 -0.131 -1.110  0.43
C13 2.789 -2.107 0.861  -0.97
F3 -4.463 -4.198 2.752  -0.34
H19 1.869 4.460 -1.381  0.48
C14 -0.541 -2.246 3.018  -1.14
C15 -0.431 -3.945 1.275  0.66
H20 1.949 -2.789 0.753  0.07
C16 3.059 -0.878 -2.803  -1.38
C17 -4.144 -6.024 -0.350  0.29
H21 -3.420 0.371 2.188  0.62
N8 1.118 2.600 -0.762  0.10
H22 -1.549 2.693 -3.787  0.51
S1 -2.717 -2.517 -1.738  -0.35
H23 2.413 2.099 4.555  0.46
Ti1 0.092 0.101 0.088  0.67
F4 -3.365 -5.340 -2.432  -0.34
H24 2.109 4.917 1.301  0.57
C18 -2.677 1.301 -1.046  -0.35
C19 -1.776 2.185 -2.864  -0.43
H25 -5.237 2.175 -0.514  0.39
C20 -3.640 -5.031 -1.171  0.42
C21 1.622 3.821 -0.549  -0.57
C22 -0.451 -2.600 1.677  1.08
H26 4.720 -0.191 0.234  0.30
H27 -2.202 1.532 1.661  0.34
C23 4.870 -1.182 -0.201  -1.54
C24 0.216 3.474 3.588  -1.63
H28 1.011 2.653 -3.036  -0.10
C25 -0.560 -4.591 3.577  -0.64
F5 -3.526 -2.268 1.146  -0.24
H29 -3.962 2.251 -2.587  0.52
C26 -3.708 -3.493 0.638  0.36
H30 5.461 -1.776 0.496  0.44
C27 2.765 -1.018 -1.446  -0.06
C28 1.261 2.866 1.408  -0.12
H31 -0.657 -2.996 5.016  0.45
C29 -3.567 0.908 0.096  1.77
C30 2.261 0.155 -3.252  -0.38
H32 0.075 3.157 4.621  0.46



Record 5
Here is a cluster of 3 separate species, C19H31N3O5 in total at a distorted geometry from the Open Molecules 2025 dataset. Energies are from wB97M-V/def2-TZVPD.

Calculated total energy ... -34909.192 eV
2S+1 ... 1
Structure (SMILES) ... COC[C@@H](C#N)[C@H](C#N)c1ccncc1.COCCOC.COCCOC
Frontier orbital gap ... 9.50 eV
Relative energy (zero: lowest compared OMol25 entry of this formula, charge and spin) ... 140.74 kcal/mol

Each line ends with the Mulliken charge.
Cartesian coordinates (Å):
H1 3.122 0.972 3.854  0.34
C1 1.445 3.053 1.460  0.00
C2 0.189 -6.290 -4.791  -0.59
H2 -1.676 2.144 0.451  0.29
C3 2.013 4.820 4.751  -0.07
H3 3.003 5.120 2.979  0.47
H4 -1.040 -4.634 -5.432  0.36
O1 0.396 -3.980 -4.079  -0.33
C4 -1.235 5.002 1.966  -0.76
H5 -1.834 5.883 1.707  0.32
H6 -1.234 1.581 5.689  0.34
H7 -0.083 -2.394 -5.317  0.31
H8 -4.447 -1.246 -1.225  0.39
H9 -1.212 1.005 -0.847  0.33
H10 -4.200 -0.039 0.867  0.39
O2 -0.343 5.326 3.031  -0.38
H11 -3.250 -2.065 -0.211  0.33
H12 1.591 -2.466 -4.731  0.24
O3 1.082 -6.200 -5.892  -0.37
C5 0.973 5.619 2.620  -1.14
C6 -1.344 -1.783 -1.669  -0.61
H13 3.023 -5.825 -6.372  0.24
C7 0.756 -3.063 -5.098  -0.84
C8 1.643 0.264 5.193  -0.46
O4 -2.181 0.168 0.801  -0.37
C9 -0.512 -4.973 -4.535  -0.44
C10 -0.237 1.445 5.268  -0.46
H14 -3.619 0.971 -0.467  0.33
N1 1.055 2.943 0.372  -0.59
H15 2.572 -5.313 -4.736  0.29
N2 0.443 0.417 5.729  -0.61
C11 1.432 2.244 3.809  -0.07
H16 -0.624 -1.481 -2.428  0.20
H17 -1.896 4.196 2.304  0.26
C12 0.154 2.380 4.341  0.25
H18 -0.563 -7.043 -5.049  0.38
H19 -0.333 1.012 0.688  0.15
C13 -3.447 -1.157 -0.788  -0.54
C14 2.126 1.150 4.260  -0.29
H20 1.192 6.642 2.967  0.55
H21 -0.738 4.644 1.061  0.36
C15 2.028 4.714 3.276  0.41
C16 -3.416 0.062 0.109  -0.55
H22 -0.486 3.202 4.042  0.42
C17 -1.310 1.134 0.233  -0.62
H23 2.798 -7.047 -5.106  0.32
H24 3.072 2.931 2.693  0.64
H25 -0.910 -1.600 -0.683  0.30
C18 2.437 -6.089 -5.493  -0.68
H26 -1.253 -5.117 -3.742  0.35
C19 2.020 3.216 2.812  0.17
N3 1.912 4.837 5.903  -0.52
H27 1.097 5.660 1.532  0.50
H28 2.259 -0.565 5.527  0.38
O5 -2.532 -1.034 -1.866  -0.37
H29 -1.549 -2.852 -1.788  0.28
H30 0.711 -6.630 -3.892  0.35
H31 1.065 -3.575 -6.012  0.43



Record 6
Here is a structure of composition C22H24CoN14O2 at a distorted geometry from the Open Molecules 2025 dataset. Energies are from wB97M-V/def2-TZVPD.

Calculated total energy ... -85783.440 eV
2S+1 ... 2
Frontier orbital gap (alpha / beta) ... 5.91 / 6.26 eV
Relative energy (zero: lowest compared OMol25 entry of this formula, charge and spin) ... 95.93 kcal/mol

Each line ends with the Mulliken charge.
Cartesian coordinates (Å):
C1 -2.172 5.043 0.439  -0.61
N1 -1.823 2.366 1.292  -0.38
H1 2.400 -2.612 -1.850  0.35
H2 -2.851 1.226 -0.663  0.66
C2 -1.558 -3.086 0.473  0.23
H3 -2.396 -0.896 -1.257  0.65
N2 1.031 -1.005 4.669  -0.51
N3 -1.672 3.468 2.183  0.03
C3 -1.279 -2.869 -2.732  -0.85
C4 0.599 -0.189 3.687  0.41
N4 0.138 1.067 3.891  -0.02
N5 -0.934 0.607 -1.250  2.34
H4 4.795 1.665 -1.979  0.43
N6 -1.010 1.323 1.790  0.21
N7 -0.916 3.026 3.272  -1.19
H5 0.248 0.578 -3.010  0.60
C5 -1.574 2.805 -0.125  2.92
C6 1.348 -2.726 -2.100  -0.49
H6 0.898 -4.067 0.007  0.09
N8 1.166 -1.980 2.809  0.10
O1 -2.652 -3.183 -0.070  -0.71
H7 -3.140 4.033 -1.188  0.40
N9 0.581 -4.331 0.932  -0.57
H8 -2.045 -0.218 -2.858  0.48
C7 0.043 4.161 0.680  -0.65
H9 2.757 0.373 1.556  0.30
H10 0.017 2.170 -2.287  0.82
Co1 -0.172 -0.143 0.704  0.21
C8 2.764 0.670 0.514  -0.54
N10 0.697 -0.772 2.501  0.73
C9 3.944 1.020 -0.111  -1.00
C10 -1.593 -0.537 -1.906  -1.94
C11 -0.581 1.799 2.977  0.47
H11 -0.915 -4.896 -3.327  0.42
N11 1.580 0.679 -0.101  1.06
C12 2.670 1.389 -2.089  -1.29
C13 -0.702 -1.724 -2.184  0.33
C14 1.527 1.040 -1.380  1.77
N12 0.588 -1.655 -1.884  0.29
C15 -2.445 4.017 -0.360  -1.39
H12 2.591 1.666 -3.132  0.49
H13 -2.337 -2.891 -2.953  0.42
C16 0.191 1.117 -2.062  -2.45
C17 -1.940 1.667 -1.069  -3.19
C18 -1.127 4.701 1.450  0.03
H14 -1.271 -5.219 0.335  0.37
H15 -0.897 5.448 2.200  0.57
C19 -0.888 -4.403 0.950  -0.68
H16 0.212 1.458 4.815  0.26
N13 -0.176 3.216 -0.151  -0.35
H17 1.112 -2.809 2.116  0.47
H18 1.516 -4.768 -2.741  0.42
C20 -0.489 -3.983 -2.934  -0.43
H19 0.984 -5.231 1.165  0.22
C21 3.894 1.385 -1.449  -0.52
N14 1.362 -2.121 4.083  -0.65
H20 -2.600 6.032 0.371  0.41
H21 -1.210 -4.570 1.981  0.37
H22 -2.182 2.114 -2.043  0.58
H23 1.064 4.475 0.876  0.44
O2 -0.910 -2.013 0.700  -0.76
H24 4.876 1.009 0.436  0.48
C22 0.861 -3.917 -2.609  -0.66